No. 1
42
Properties=species:S:1:pos:R:3:forces:R:3:mulliken_charge:R:1 method="wB97M-V/def2-TZVPD" charge=+1 e_lumo_ev=-5.96 multiplicity=1 orbital_gap_ev=4.9844 e_tot_ev=-161594.838
Br -2.608749 4.793246 -5.636369 0.2 -0.3 0.2 -0.100
Br -1.960196 -6.250664 1.611504 0.2 0.3 -0.1 -0.101
N 0.433895 0.397219 2.459111 -0.2 0.1 0.4 -0.445
C -0.312762 1.716257 -2.968513 0.0 0.0 0.0 0.943
C -1.191147 -4.700143 0.867618 -0.1 -0.4 0.2 0.076
C -1.684042 1.566646 -3.241987 0.0 0.2 -0.1 -0.431
C -1.430778 -2.702109 -0.413536 0.0 -0.2 0.1 -0.494
C 1.649540 1.945217 3.865381 -0.1 0.0 0.0 -0.471
C 0.710539 -3.288597 0.517780 -0.2 0.0 0.0 -0.290
C 0.149190 -4.424191 1.057084 0.6 -0.2 0.3 -0.650
C 0.388846 0.789119 -2.141230 -0.3 0.0 -0.1 -0.396
C -2.351092 2.475521 -4.028296 -0.5 -0.5 0.2 -0.704
C -0.166427 -0.355302 -1.614201 -0.1 0.0 -0.1 -0.060
C 1.704799 0.539233 4.512086 -0.1 0.0 0.0 -0.503
C -1.978757 -3.838208 0.133913 -0.6 0.4 -0.4 -0.751
C -0.070215 -2.398005 -0.236091 0.1 0.0 0.0 1.063
C -0.328042 3.720981 -4.317018 0.5 0.3 -0.1 -0.555
C 1.061553 1.731982 2.458215 -0.1 -0.2 -0.5 -0.501
C 1.145123 -0.427210 3.452938 -0.1 -0.2 -0.4 -0.401
C -1.674927 3.552688 -4.564648 -0.2 0.4 -0.3 0.080
C 0.350921 2.820788 -3.526771 -0.1 -0.1 0.0 -0.488
C 0.514883 -1.227119 -0.796073 -0.4 -0.1 -0.2 -0.637
H -3.404152 2.355460 -4.224575 -0.1 0.0 0.0 0.443
H 1.955188 -0.971707 2.954797 0.2 -0.1 0.2 0.176
H 0.745601 -5.110743 1.634099 0.2 0.0 0.1 0.448
H 1.548556 -1.018645 -0.584519 0.4 0.0 0.2 0.434
H 2.727131 0.263789 4.795989 -0.2 0.0 -0.1 0.281
H 1.400391 2.955742 -3.336156 0.3 0.1 0.0 0.412
H -3.025721 -4.057740 -0.002236 -0.1 0.0 0.0 0.445
H -2.222892 0.739837 -2.820000 -0.3 -0.1 0.0 0.385
H 0.462985 -1.174883 3.873938 0.1 0.1 0.0 0.361
H 1.018629 2.624175 4.451680 0.1 -0.2 -0.1 0.245
H 1.102864 0.501145 5.427986 0.1 0.0 -0.3 0.246
H 1.849080 1.760837 1.696935 0.2 0.2 0.0 0.207
H 0.412584 -0.047001 1.534782 0.1 0.4 0.6 0.195
H 0.177238 4.566556 -4.750286 0.2 0.1 0.0 0.438
H 0.321275 2.493425 2.186921 0.1 -0.1 0.1 0.373
H 1.755963 -3.078075 0.660151 0.3 0.0 0.1 0.428
H 2.642644 2.406659 3.814314 -0.2 -0.1 0.0 0.275
H -1.175244 -0.601883 -1.883276 -0.2 0.0 0.0 0.220
H 1.418292 0.995275 -1.906228 0.4 0.2 0.0 0.409
H -2.062567 -2.039575 -0.975214 -0.2 0.0 -0.1 0.394

No. 2
12
Properties=species:S:1:pos:R:3:forces:R:3:mulliken_charge:R:1 method="wB97M-V/def2-TZVPD" e_lumo_ev=0.09 multiplicity=1 orbital_gap_ev=9.3074 e_tot_ev=-8335.622
O -2.316591 -1.267900 -0.578948 0.4 0.3 0.2 -0.492
O 1.666414 0.921680 0.001827 0.0 -0.1 -0.2 -0.345
C 1.081035 -0.282277 0.487937 0.3 -0.6 0.4 -0.556
C 0.409773 1.401220 -0.386956 -1.5 -2.1 0.2 -0.445
C -1.451578 -0.711309 0.063259 0.0 -0.1 0.1 -0.082
C -0.108948 -0.372539 -0.443653 0.0 -0.5 0.8 -0.084
H 1.789330 -1.104726 0.451717 0.2 -0.1 0.1 0.318
H -0.150733 1.801136 0.461673 -0.2 0.3 -0.5 0.322
H 0.692904 -0.134213 1.507723 0.3 -0.1 0.0 0.315
H -0.081044 0.981936 -1.268558 0.7 2.4 -1.6 0.358
H -1.629940 -0.390125 1.109612 -0.1 0.0 0.0 0.270
H 0.089529 -0.867250 -1.414479 0.0 0.6 0.4 0.420

No. 3
52
Properties=species:S:1:pos:R:3:forces:R:3:lowdin_spin:R:1 method="wB97M-V/def2-TZVPD" charge=+1 e_lumo_ev="-3.91 / -8.34" multiplicity=5 orbital_gap_ev="7.4316 / 3.0147" e_tot_ev=-88204.654
Co 0.279871 -0.449946 0.418877 -0.1 1.0 1.5 2.705
P -1.042678 -0.217824 -1.516869 0.0 0.2 0.1 0.035
F 1.593972 2.708959 1.847550 -0.8 -1.1 -1.2 0.001
F -0.343694 1.374638 1.298567 0.8 0.5 -0.2 0.033
F 0.137064 3.359382 0.206907 0.1 -0.1 -0.2 0.013
F 1.392111 1.439615 -0.208536 -0.3 0.4 1.0 0.021
O 2.643984 -3.557781 0.585946 -2.5 2.8 0.2 0.021
O 1.144936 -1.935153 -0.176539 2.0 -2.2 1.5 0.109
N 0.767769 -1.199199 2.431883 -0.5 0.3 1.0 0.035
C -1.442122 1.527002 -2.025249 -0.3 -0.3 1.8 0.068
C 0.588181 -0.784024 3.773120 0.0 -1.5 -0.1 0.005
C 2.095510 -3.089359 3.166835 0.9 -0.2 1.9 -0.001
C -0.066397 -1.911131 -5.027565 0.1 0.1 0.3 0.009
C -0.401023 0.651134 5.441798 1.1 0.5 0.7 0.001
C -1.882531 4.236170 -2.664689 1.5 -2.3 -2.4 0.106
C -1.099247 2.024943 -3.301611 -1.1 -1.6 -0.1 0.290
C -0.726416 -1.621046 -3.838309 -0.4 -0.3 -0.6 0.000
C -2.686510 -1.048918 -1.511794 0.2 -0.5 1.1 0.010
C 0.404310 0.038785 6.436995 -0.9 -0.7 0.9 -0.001
C 1.957647 -0.792166 -4.269035 -1.3 -0.1 0.8 0.004
C -0.289580 0.277590 4.143212 0.9 -0.3 -1.3 0.000
C 1.244404 -1.490392 -5.240879 -0.1 0.3 0.9 0.003
C 1.813488 -2.651132 0.806413 0.8 -1.6 -3.3 0.007
C 1.182433 -1.567028 4.828157 0.2 -0.4 -0.4 0.001
C 1.286359 -0.489683 -3.072546 0.0 1.3 0.0 0.012
C 1.468153 -2.300500 2.204107 0.6 0.7 0.4 0.004
C 1.050606 -1.143133 6.177698 -0.4 1.5 -1.0 0.001
C 1.940340 -2.737637 4.499471 -0.5 0.1 -0.6 0.004
C -2.179965 3.722286 -1.395504 0.1 0.8 0.6 0.305
C -0.076782 -0.823972 -2.921507 0.2 -0.2 0.7 0.005
C -2.020878 2.362033 -1.084726 0.5 -2.1 0.5 0.077
C -1.370094 3.314743 -3.671457 -1.0 4.3 2.3 0.085
B 0.770521 2.292566 0.810595 0.1 0.4 0.5 0.002
H 2.831824 -3.870466 2.886793 -1.1 0.5 0.0 0.000
H -1.919107 5.307573 -2.769338 -0.2 0.0 -0.6 0.002
H -1.753960 -2.002927 -3.652934 0.9 0.5 -0.4 0.000
H -0.966393 1.518165 5.743049 -0.3 0.1 -0.2 0.000
H -0.705217 0.840886 3.322653 -0.4 0.0 0.2 0.000
H -0.639313 -2.421923 -5.764632 0.0 -0.5 -0.7 0.000
H 1.490265 -1.650079 6.995874 0.6 -0.7 0.4 0.000
H 1.786702 -1.677403 -6.124635 0.1 -0.4 -1.2 0.000
H -2.192983 1.921270 -0.066743 -0.1 0.9 -1.1 0.002
H -1.116404 3.702131 -4.633888 0.1 0.0 -0.5 0.001
H 1.758258 0.180584 -2.320480 -0.2 -0.8 -0.5 0.000
H -3.332525 -0.502160 -2.156607 -0.7 0.0 -0.8 0.001
H -2.600491 -2.121769 -1.739470 0.1 0.5 -0.3 0.000
H 2.960925 -0.449385 -4.473652 0.1 -0.1 0.2 0.000
H -3.172035 -1.068631 -0.513625 0.6 0.4 -0.4 0.001
H 0.374539 0.396736 7.485474 -0.1 -0.1 -0.9 0.000
H -0.884453 1.271055 -4.039067 0.6 0.0 -0.4 0.010
H 2.348826 -3.365833 5.306321 0.0 0.5 -0.4 0.000
H -2.402223 4.472370 -0.636394 -0.1 -0.5 0.1 0.011

No. 4
18
Properties=species:S:1:pos:R:3:forces:R:3:mulliken_charge:R:1 method="wB97M-V/def2-TZVPD" e_lumo_ev=0.63 multiplicity=1 orbital_gap_ev=9.5612 smiles=Cc1c[nH]cn1.CO e_tot_ev=-10372.026
O 0.917633 2.483749 -0.848463 0.4 -2.8 0.9 -0.550
N 0.187502 -1.461736 0.885835 -0.1 0.1 -1.4 -0.614
N 0.726819 -1.527414 -1.318688 -1.5 0.0 -0.5 -0.054
C -2.068704 -0.417013 0.948375 2.7 3.5 3.7 -1.233
C -0.863759 -0.774496 0.196266 3.0 -1.3 -0.6 1.112
C -0.499827 -0.844408 -1.118782 -0.5 1.1 -3.4 -1.043
C 1.006237 -1.858845 -0.067431 1.8 -0.7 1.9 -0.159
C 1.159014 2.078949 0.626807 -2.1 -0.3 -3.1 -0.380
H 0.116975 2.219454 0.979741 1.2 0.0 0.9 0.159
H 1.517336 1.054138 0.749225 -0.4 -0.1 -0.3 0.163
H -2.837082 -0.254512 0.344974 -4.0 -1.2 -2.5 0.404
H 1.961310 2.679083 0.940020 0.4 1.3 0.8 0.285
H 1.981903 -2.302329 0.008126 0.1 -0.6 1.1 0.362
H -2.280613 0.778818 1.347215 1.9 -2.7 -0.5 0.188
H 0.639258 1.619144 -1.289615 0.5 1.8 0.8 0.315
H -2.003759 -1.054295 1.854951 -1.2 0.4 -0.7 0.312
H 1.143194 -2.047054 -2.168713 -1.3 1.7 1.9 0.290
H -0.803438 -0.371239 -2.069849 -0.8 -0.2 1.0 0.445

No. 5
20
Properties=species:S:1:pos:R:3:forces:R:3:mulliken_charge:R:1 method="wB97M-V/def2-TZVPD" e_lumo_ev=0.43 multiplicity=1 orbital_gap_ev=8.2977 e_tot_ev=-10404.254
O -0.692769 1.938826 -0.885446 0.3 0.2 0.4 -0.282
N -1.793971 1.412755 0.987955 0.9 0.5 -0.2 -0.275
N 0.140465 -1.066059 -1.756444 -2.1 0.4 -0.7 -0.905
C 2.069394 0.483356 -0.240013 -0.1 -0.1 0.0 -1.316
C -0.151194 -0.917678 -0.513669 4.0 -2.3 -0.8 1.003
C -1.355955 1.016268 -0.216924 -1.4 0.3 0.4 -0.085
C -1.020871 -1.963001 0.130979 -0.6 0.4 0.0 -1.363
C 1.082150 -0.492207 0.380954 -1.9 1.3 0.5 -0.366
H 1.600749 -1.396358 0.707551 -0.3 -0.1 -0.1 0.439
H 0.598349 -0.038029 1.255171 0.5 0.0 0.4 0.282
H -1.335767 2.176266 1.505724 -0.5 -0.1 -0.2 0.195
H 0.694562 -0.315319 -2.165317 0.6 -0.3 0.5 0.251
H 2.735393 -0.031039 -0.932922 0.0 0.1 0.0 0.352
H 2.667066 0.956570 0.541844 0.1 -0.1 -0.1 0.355
H -0.435007 -2.653157 0.742577 0.0 0.1 -0.1 0.313
H -1.555304 -2.517306 -0.638411 0.1 0.0 0.0 0.411
H -0.600891 2.783799 -0.394392 0.0 0.0 -0.1 0.224
H -2.426447 0.832991 1.511730 0.2 -0.2 0.0 0.254
H 1.546269 1.265881 -0.788354 0.1 0.0 0.0 0.299
H -1.766221 -1.476560 0.767407 0.1 -0.2 0.1 0.212

No. 6
89
Properties=species:S:1:pos:R:3:forces:R:3:mulliken_charge:R:1 method="wB97M-V/def2-TZVPD" e_lumo_ev="-1.11 / -1.10" multiplicity=1 orbital_gap_ev="7.3675 / 7.3670" e_tot_ev=-135976.101
Os -0.105950 -0.154906 1.535749 0.0 0.0 0.2 0.482
Br 1.617911 2.947561 5.581994 0.0 0.0 0.0 -0.154
Si 0.735255 1.343777 -1.362020 0.0 0.2 -0.1 -1.309
Si -3.155716 -3.586820 -0.447879 0.0 -0.1 0.0 -0.197
O 0.786595 0.688063 0.155419 0.1 -0.3 0.0 1.992
O 1.047934 0.258941 -2.519358 0.0 0.0 0.1 0.258
O 0.741414 1.614061 2.991809 -0.2 -0.1 -0.1 -0.425
O 1.910487 2.461304 -1.396190 0.0 0.0 -0.1 -0.535
O -0.683955 2.068302 -1.653524 -0.1 -0.2 0.0 -0.342
O -1.257359 0.729087 2.852182 0.2 0.2 0.2 -0.809
N 4.429140 -5.549124 -1.789717 0.0 0.0 0.0 -0.541
C -2.136185 -4.705881 -1.548897 0.0 0.0 0.0 -0.723
C -1.576950 2.877996 -0.878730 0.1 0.1 0.0 1.880
C 3.877686 -4.867742 -1.046373 0.0 0.0 0.0 -0.041
C 3.189777 -4.011610 -0.118291 0.0 0.0 0.0 0.508
C 3.067412 -1.960244 1.117680 0.0 0.0 0.0 0.081
C -1.099110 -0.788638 -2.968976 0.0 0.0 0.0 -1.364
C 1.120029 -1.401965 2.575264 0.0 -0.1 0.0 -1.508
C 3.691961 2.156159 -2.987864 0.0 0.0 0.0 -1.563
C -2.242664 4.205616 6.240401 0.0 0.0 0.0 -0.452
C -1.290449 -1.513301 0.793307 0.1 0.2 0.0 1.038
C -0.247516 3.167164 5.396737 -0.1 0.0 0.0 0.156
C -0.803946 3.671020 0.170325 0.0 0.0 0.0 -1.374
C 3.745998 -2.786526 0.241188 0.0 0.0 0.0 -0.872
C -1.001099 2.487131 4.436646 0.1 0.0 0.0 0.283
C 3.816965 1.128789 -0.698159 0.0 0.0 0.0 -1.396
C 1.958660 -4.400473 0.406621 0.0 0.0 0.0 -0.750
C 3.336628 2.322801 -1.516292 0.0 0.0 0.1 1.967
C 1.289222 -3.565558 1.280703 0.0 0.0 0.0 -0.130
C -0.871413 4.018661 6.295926 0.0 0.0 0.0 -0.561
C 0.415655 -0.934884 -3.012981 0.0 0.0 0.0 2.070
C -0.413220 1.596247 3.410300 -0.2 -0.2 -0.2 0.861
C -2.242756 3.824505 -1.867345 0.0 0.0 0.0 -1.932
C 1.835062 -2.337108 1.650525 0.0 0.1 0.0 0.071
C 3.919988 3.613013 -0.961877 0.0 0.0 0.0 -1.947
C 0.897287 -1.084367 -4.449091 0.0 0.0 0.0 -2.225
C -3.987168 -4.580909 0.899955 0.0 0.0 0.0 -1.062
C -2.027035 -2.371061 0.333154 -0.1 0.0 0.0 -0.785
C -3.004365 3.533714 5.296347 0.0 0.0 0.0 -0.789
C -2.384851 2.676371 4.406814 0.0 0.0 0.0 -0.426
C 0.885153 -2.107119 -2.164967 0.0 0.0 0.0 -1.281
C -2.621752 1.971576 -0.242285 0.0 0.0 0.0 -1.336
C -4.421418 -2.660917 -1.464994 0.0 0.0 0.0 -0.915
H -4.075541 3.675804 5.254595 0.0 0.0 0.0 0.398
H -1.410201 0.094942 -3.527256 0.0 0.0 0.0 0.391
H -4.654864 -5.332837 0.473612 0.0 0.0 0.0 0.314
H -1.683407 -4.135260 -2.362792 0.0 0.0 0.0 0.195
H -2.748741 -5.495710 -1.989378 0.0 0.0 0.0 0.416
H 3.349614 3.022449 -3.555391 0.0 0.0 0.0 0.378
H -2.714935 4.877827 6.944793 0.0 0.0 0.0 0.387
H -3.319612 2.553736 0.362588 0.0 0.0 0.0 0.495
H 4.905451 1.056022 -0.736436 0.0 0.0 0.0 0.641
H 0.457843 -3.041678 -2.535524 0.0 0.0 0.0 0.517
H -2.744023 3.253119 -2.649091 0.0 0.0 0.0 0.347
H 5.008529 3.605418 -1.037325 0.0 0.0 0.0 0.418
H -5.126628 -3.345095 -1.941815 0.0 0.0 0.0 0.350
H 0.451282 -1.951759 3.250507 0.0 0.0 0.0 0.569
H 4.699882 -2.487182 -0.172263 0.0 0.0 0.0 0.468
H -3.248114 -5.096194 1.516404 0.0 0.0 0.0 0.303
H 0.572157 -1.987081 -1.126265 0.0 0.0 0.0 -0.189
H 1.533115 -5.352792 0.119491 0.0 0.0 0.0 0.459
H -0.029721 4.269487 -0.311663 0.0 0.0 0.0 0.288
H -1.567684 -1.669508 -3.414214 0.0 0.0 0.0 0.604
H -1.475184 4.339613 0.712317 0.0 0.0 0.0 0.545
H -4.576726 -3.934219 1.552289 0.0 0.0 0.0 0.320
H -1.493491 4.465926 -2.332065 0.0 0.0 0.0 0.409
H -0.275938 4.529748 7.039066 0.0 0.0 0.0 0.420
H 4.773360 2.067390 -3.109865 0.0 0.0 0.0 0.472
H 3.505884 1.244416 0.341460 0.0 0.0 0.0 0.218
H 0.577921 -0.228809 -5.045232 0.0 0.0 0.0 0.478
H 0.491485 -1.994066 -4.894630 0.0 0.0 0.0 0.399
H -2.164085 1.221022 0.403669 0.0 0.0 0.0 0.043
H 3.217220 1.262537 -3.390716 0.0 0.0 0.0 0.075
H 3.536139 4.465683 -1.522748 0.0 0.0 0.0 0.386
H 1.816939 -0.802980 3.164215 0.0 0.0 0.0 0.662
H -4.988023 -1.968145 -0.839883 0.0 0.0 0.0 0.303
H 3.494448 -1.003708 1.392658 0.0 0.0 0.0 0.330
H -2.960614 2.140141 3.666247 0.0 0.0 0.0 0.504
H -1.328804 -5.178166 -0.985257 0.0 0.0 0.0 0.192
H 1.972644 -2.186197 -2.205167 0.0 0.0 0.0 0.393
H -3.183536 1.441797 -1.013011 0.0 0.0 0.0 0.296
H -3.929697 -2.079822 -2.248121 0.0 0.0 0.0 0.264
H -2.979472 4.451844 -1.362992 0.0 0.0 0.0 0.420
H 3.396726 0.198660 -1.088837 0.0 0.0 0.0 0.079
H -0.315572 3.011991 0.890839 0.0 0.0 0.0 0.015
H 0.321212 -3.855409 1.669476 0.0 0.0 0.0 0.448
H 1.986213 -1.142176 -4.474802 0.0 0.0 0.0 0.406
H 3.640860 3.731489 0.085962 0.0 0.0 0.0 0.384
H -1.455652 -0.704970 -1.940680 0.0 0.0 0.0 -0.113

Question: Among the records above, which one has the highest multiplicity?
Answer: C23H19BCoF4NO2P